[1]
The following is a quantum chemistry calculation of a structure of composition C54H38Br2N7O12PS2Ti, from the OMol25 dataset.

Last column: Mulliken charge in e.
Cartesian coordinates (Å):
Ti: 0.46224 -0.45253 0.93477  -1.233
C: 0.50876 -1.92990 -4.49306  -0.535
C: 1.74975 -2.15696 -3.67741  0.509
C: 2.97931 -2.44577 -4.32447  -1.353
C: 4.07052 -2.75632 -3.58337  -1.268
C: 3.97896 -2.77046 -2.17111  1.017
C: 5.02825 -3.15136 -1.30650  -0.014
Br: 6.72211 -3.64106 -2.00136  -0.229
C: 4.83636 -3.22805 0.03153  -0.406
C: 3.60482 -2.83023 0.59109  0.501
Br: 3.38322 -3.10857 2.43962  -0.098
C: 2.59186 -2.31419 -0.19069  -0.668
O: 1.46458 -1.73078 0.34141  0.542
C: 2.73800 -2.39913 -1.60935  -0.709
N: 1.64959 -2.11149 -2.37072  1.165
H: 0.71699 -1.32480 -5.37829  0.431
H: -0.24978 -1.44119 -3.88837  -0.401
H: 0.11078 -2.89539 -4.82975  0.399
H: 3.03129 -2.43332 -5.40726  0.559
H: 5.01166 -3.00650 -4.05305  0.379
H: 5.61671 -3.59233 0.68412  0.470
O: 0.11079 -2.61009 2.89401  -0.611
C: -0.51256 -1.97612 2.10214  0.997
C: -1.99962 -2.16322 1.97543  0.346
C: -2.72245 -2.69842 3.03945  -0.371
C: -4.08234 -2.90032 2.90986  -0.857
C: -4.71458 -2.58941 1.70463  -0.868
C: -3.99262 -2.05406 0.65334  -0.566
C: -2.62458 -1.82129 0.78889  -0.270
P: -1.57816 -1.11968 -0.57852  3.223
C: -1.56020 -2.66023 -1.56958  2.006
C: -2.43887 -2.95795 -2.60562  -0.715
C: -2.40263 -4.20452 -3.22066  -0.775
C: -1.50003 -5.16855 -2.80027  -0.848
C: -0.63526 -4.88510 -1.74960  -0.641
C: -0.66567 -3.64310 -1.14193  -0.604
C: -2.81080 0.08508 -1.19177  0.623
C: -3.23003 0.21341 -2.50838  -0.512
C: -4.20493 1.14425 -2.85008  -0.886
C: -4.75763 1.96839 -1.88449  -0.966
C: -4.31612 1.87467 -0.56739  -0.593
C: -3.35147 0.94387 -0.22476  0.106
H: -2.19541 -2.94980 3.95139  0.626
H: -4.64978 -3.31866 3.73367  0.486
H: -5.77740 -2.76750 1.58808  0.479
H: -4.49797 -1.81754 -0.27870  0.503
H: -3.17217 -2.24211 -2.94215  0.478
H: -3.09396 -4.41832 -4.02762  0.450
H: -1.47576 -6.13992 -3.27955  0.385
H: 0.06557 -5.63522 -1.40044  0.503
H: 0.00717 -3.43914 -0.32452  -0.021
H: -2.76770 -0.36124 -3.29568  0.185
H: -4.51867 1.22677 -3.88438  0.434
H: -5.51284 2.69680 -2.15597  0.380
H: -4.72563 2.52965 0.19398  0.491
H: -3.00280 0.88129 0.79470  -0.106
N: 2.87676 3.36818 2.13139  0.048
C: 3.43318 2.96763 3.37211  -0.240
C: 3.54271 3.87175 4.41654  -0.689
C: 4.13249 3.48328 5.61292  -0.659
C: 4.59062 2.18332 5.77055  -0.705
C: 4.44268 1.26894 4.73494  -0.591
C: 3.87636 1.66653 3.53448  0.972
S: 3.70453 0.54960 2.18808  -0.253
N: 2.38162 1.21046 1.34378  0.121
C: 2.20349 2.47569 1.34095  -0.385
C: 1.28010 3.07543 0.33258  0.771
C: 1.51471 4.35483 -0.14442  -0.800
C: 0.64524 4.88275 -1.08432  -1.191
C: -0.43481 4.12443 -1.48787  -0.919
C: -0.56065 2.83687 -0.98668  -0.126
N: 0.29290 2.30225 -0.11177  0.862
H: 2.45203 4.27912 2.16125  0.291
H: 3.17839 4.88817 4.28534  0.407
H: 4.22743 4.20068 6.41834  0.393
H: 5.06082 1.87748 6.69790  0.391
H: 4.78640 0.24459 4.84837  0.441
H: 2.38737 4.91153 0.17309  0.665
H: 0.81357 5.87170 -1.49018  0.441
H: -1.15031 4.49215 -2.21014  0.576
H: -1.36734 2.20301 -1.32002  0.017
C: -4.77652 -0.78215 6.63118  -1.493
C: -3.63051 -0.29020 5.78495  1.166
C: -2.32468 -0.67946 6.05129  -1.004
C: -1.27055 -0.25699 5.25208  -0.426
C: -1.53758 0.57467 4.18089  -0.159
C: -2.83806 1.00522 3.90414  -0.495
C: -3.87338 0.56635 4.70561  -0.767
S: -0.26257 1.02480 3.06531  2.131
O: 0.84115 0.04942 3.14704  -0.588
O: 0.07658 2.39642 3.26720  -0.709
O: -0.88280 0.74849 1.71384  -0.237
H: -4.42148 -1.30010 7.52145  0.366
H: -5.40161 -1.47452 6.06083  0.288
H: -5.41206 0.04730 6.94399  0.376
H: -2.12443 -1.34092 6.88892  0.323
H: -0.25389 -0.58261 5.44654  0.490
H: -3.01979 1.67191 3.06780  0.432
H: -4.89085 0.87808 4.48881  0.425
O: 4.23604 3.53944 -5.86491  -0.638
N: 3.03278 3.45136 -6.05434  1.008
O: 2.44833 3.97440 -6.99309  -0.660
C: 2.23802 2.67894 -5.10691  -1.121
C: 2.84733 2.04662 -4.05152  -0.135
C: 2.10152 1.30681 -3.14956  -0.946
C: 0.66447 1.10785 -3.28080  0.372
O: -0.07933 0.43590 -2.55207  0.114
C: 0.14189 1.82156 -4.42446  -0.859
C: 0.85511 2.58554 -5.28185  0.000
N: -1.30900 1.69920 -4.66755  1.272
O: -1.71334 0.63530 -5.10145  -0.619
O: -2.01742 2.66673 -4.43876  -0.596
N: 2.86772 0.70676 -2.05087  0.455
O: 2.30091 0.32753 -1.04374  0.248
O: 4.08471 0.61202 -2.16826  -0.817
H: 3.91073 2.14029 -3.90536  0.764
H: 0.38340 3.11536 -6.09887  0.647

Forces on atoms 1 to 3 (eV/Å):
Ti 0.7 1.0 -0.1
C 0.0 -0.2 0.0
C -0.1 0.0 0.1

For the frontier orbital gap, the calculation gives 7.11 eV. The value obtained for the LUMO energy is -0.72 eV. Its energy relative to the best compared isomer or geometry (same formula, charge and spin) is 0.0 kcal/mol. The total energy comes out at -285769.7287 eV.

***

[2]
The following is a quantum chemistry calculation of an isolated molecule of C7H12O3S, from the OMol25 dataset.

Last column: Mulliken charge in e.
Cartesian coordinates (Å):
C: 2.57360 -0.60141 -0.09142  0.800
C: -1.55631 0.11891 0.28666  0.951
C: -0.80399 0.41686 -0.77235  0.397
C: 3.69121 -1.02673 0.85324  -0.866
C: -1.25413 0.64252 1.70260  -1.590
C: -2.77816 -0.65071 0.06793  -1.318
C: -1.04937 0.31898 -2.22502  -1.513
O: 2.17904 -1.12745 -1.10272  -0.586
O: 0.53263 2.58494 0.24863  -0.553
O: 1.98211 0.49820 0.34642  -0.343
S: 0.81554 1.44839 -0.56931  0.457
H: 3.77731 -0.11504 1.53254  0.260
H: 4.63008 -1.05874 0.26408  0.299
H: 3.39820 -2.08564 1.11977  0.271
H: -0.64994 -0.05323 2.37137  0.251
H: -2.14921 0.78974 2.19124  0.528
H: -0.92750 1.64103 1.67588  0.490
H: -3.71643 -0.00366 0.15334  0.267
H: -2.83763 -1.29646 1.04319  0.347
H: -2.69944 -1.22488 -0.86721  0.411
H: -0.62153 -0.65534 -2.80761  0.274
H: -0.44958 1.08614 -2.81678  0.357
H: -2.08651 0.35359 -2.60446  0.411

Forces on atoms 1 to 3 (eV/Å):
C -0.4 -0.3 -1.1
C 1.2 1.3 0.1
C 1.8 0.9 1.0

For the frontier orbital gap, the calculation gives 9.90 eV. The value obtained for the LUMO energy is 0.76 eV. Its energy relative to the best compared isomer or geometry (same formula, charge and spin) is 52.9 kcal/mol. The total energy comes out at -24428.6652 eV.

***

[3]
The following is a quantum chemistry calculation of the ion C7H5ClNO3 with charge -1, from the OMol25 dataset.

Last column: Mulliken charge in e.
Cartesian coordinates (Å):
C: -0.67060 0.34160 -1.12836  -0.676
C: -1.79852 -0.32272 -0.83821  -0.262
C: 0.96494 -0.48231 0.38449  -0.242
C: 0.54588 0.48172 -0.41259  1.386
C: -1.13381 -1.83413 0.70620  -0.350
C: 1.97052 -0.95541 1.29266  0.301
C: 1.33402 1.80678 -0.75376  -1.270
N: -2.06902 -1.08278 0.25950  0.566
O: 1.85573 -1.93832 1.95244  -0.602
O: -3.31357 -1.01448 0.52963  -0.773
O: 2.80342 0.01073 1.18655  -0.663
Cl: -1.41909 -2.58770 2.17555  -0.138
H: -0.67067 1.05750 -1.85064  0.334
H: -2.73406 0.01675 -1.24780  0.405
H: 0.83656 2.64391 -0.11749  0.256
H: 2.39213 1.78472 -0.40517  0.308
H: 1.10614 2.07414 -1.73300  0.420

Forces on atoms 1 to 3 (eV/Å):
C -1.0 -1.0 1.5
C 0.9 2.3 -1.4
C -2.5 0.3 -0.9

For the frontier orbital gap, the calculation gives 7.63 eV. The value obtained for the LUMO energy is 3.10 eV. Its charge is -1. Its energy relative to the best compared isomer or geometry (same formula, charge and spin) is 97.2 kcal/mol. The total energy comes out at -27489.7831 eV.

***

[4]
The following is a quantum chemistry calculation of a cluster of 2 separate species, H4O2 in total, from the OMol25 dataset.

Last column: Mulliken charge in e.
Cartesian coordinates (Å):
O: 0.92431 0.47930 -0.56794  -0.634
H: 0.74951 -0.47955 -0.51208  0.331
H: 1.78541 0.51871 -0.17843  0.313
O: -1.45535 -0.30527 0.25822  -0.654
H: -0.84793 -0.78728 0.81612  0.300
H: -1.15595 0.57409 0.18410  0.343

Forces on atoms 1 to 3 (eV/Å):
O -0.3 -0.9 -0.1
H -0.3 0.7 -0.4
H 1.0 0.5 0.3

For the frontier orbital gap, the calculation gives 11.98 eV. As for the SMILES: O.O. The value obtained for the LUMO energy is 0.69 eV. Its energy relative to the best compared isomer or geometry (same formula, charge and spin) is 6.7 kcal/mol. The total energy comes out at -4159.6494 eV.

***

[5]
The following is a quantum chemistry calculation of a structure of composition C8H14F6N3O4RhS3, from the OMol25 dataset.

Last column: Mulliken charge in e.
Cartesian coordinates (Å):
Rh: -0.18877 -0.09183 0.04009  0.496
C: 2.59690 0.10318 -0.42158  -0.690
C: 2.40330 0.82235 0.90403  -0.682
N: 1.09023 0.43881 1.52526  -0.057
C: 0.48681 1.51452 2.36341  -0.710
C: 0.08512 2.70256 1.49836  -0.629
S: -0.55699 2.10918 -0.10876  0.139
C: 0.75369 2.57395 -1.30573  -0.491
C: 1.14860 1.35474 -2.12055  -0.842
N: 1.35343 0.14961 -1.26168  -0.161
H: 2.81037 -0.95170 -0.24451  0.410
H: 3.44512 0.52490 -0.96406  0.381
H: 2.41130 1.90094 0.77984  0.284
H: 3.22180 0.57660 1.58122  0.470
H: 1.23488 -0.37517 2.12333  0.341
H: 1.20161 1.83188 3.12570  0.492
H: -0.38076 1.08378 2.85700  0.345
H: 0.89921 3.39715 1.29820  0.476
H: -0.72366 3.26008 1.96869  0.501
H: 1.58587 3.01287 -0.76131  0.328
H: 0.32647 3.33893 -1.95339  0.567
H: 2.05688 1.57037 -2.68701  0.477
H: 0.35771 1.10031 -2.82403  0.365
H: 1.39166 -0.64911 -1.89465  0.343
F: -3.11407 -3.40877 -2.58152  -0.166
C: -2.48701 -2.29359 -2.85005  0.662
F: -1.20930 -2.52393 -3.12835  -0.201
F: -3.06088 -1.63651 -3.83087  -0.165
S: -2.54366 -1.20838 -1.33845  1.185
O: -1.58131 -0.09897 -1.60140  -0.563
O: -3.87382 -0.87741 -0.99433  -0.519
N: -1.72670 -2.12132 -0.27667  -0.550
S: -2.10490 -1.87507 1.24282  1.001
O: -1.58856 -0.48892 1.52981  -0.541
O: -3.38168 -2.17477 1.75129  -0.441
C: -0.83153 -2.98171 2.01125  0.714
F: -0.92836 -2.88087 3.31532  -0.181
F: 0.39113 -2.51720 1.62893  -0.225
F: -0.97014 -4.21151 1.60437  -0.165

Forces on atoms 1 to 3 (eV/Å):
Rh -0.9 1.1 -0.2
C 0.0 0.0 0.0
C 0.0 0.0 0.0

For the frontier orbital gap, the calculation gives 8.20 eV. The value obtained for the LUMO energy is -9.13 eV. Its charge is +2. Its energy relative to the best compared isomer or geometry (same formula, charge and spin) is 5.7 kcal/mol. The total energy comes out at -72984.7847 eV.

***

[6]
The following is a quantum chemistry calculation of a structure of composition C5H13N2S, from the OMol25 dataset.

Last column: Mulliken charge in e.
Cartesian coordinates (Å):
C: -0.10818 -0.22387 -1.17367  -1.007
C: 0.19738 1.12728 -0.47369  0.387
C: -1.75080 -0.49645 0.48345  -0.102
C: 1.68777 1.45637 -0.59951  -1.386
C: -0.14842 -2.34034 0.23075  -0.839
N: -0.79471 -1.06720 -0.27953  0.078
N: -0.44637 0.93458 0.91668  -0.468
S: -2.95192 0.54845 -0.26276  -0.078
H: -0.75183 -0.05329 -2.19834  0.237
H: 0.81800 -0.73356 -1.51450  0.435
H: -0.33039 1.89847 -0.91616  0.378
H: -1.94804 -1.00748 1.39019  0.490
H: 2.42169 0.59836 -0.23345  0.325
H: 1.96646 2.42982 -0.09281  0.369
H: 1.92103 1.81973 -1.61860  0.388
H: 0.74800 -2.50928 -0.34829  0.326
H: 0.09428 -2.36617 1.27703  0.369
H: -0.76764 -3.28432 0.03347  0.315
H: 0.17775 0.43729 1.56259  0.309
H: -0.64978 1.81369 1.42443  0.296
H: -3.62611 0.51319 0.84399  0.177

Forces on atoms 1 to 3 (eV/Å):
C -0.6 0.4 -3.7
C 0.6 -1.8 1.8
C 1.9 1.0 -2.1

For the frontier orbital gap, the calculation gives 10.48 eV. The value obtained for the LUMO energy is -3.26 eV. Its charge is +1. Its energy relative to the best compared isomer or geometry (same formula, charge and spin) is 42.3 kcal/mol. The total energy comes out at -19203.0335 eV.